A molecular structure, C3H4FeMgO4 in a non-equilibrium geometry, computed with ωB97M-V/def2-TZVPD.

Positions of all 13 atoms, in Å:
O  1.8907  0.7842  -0.7561
C  1.0941  -0.2754  -1.0365
O  1.2545  -1.3464  -0.1319
C  1.0579  -0.9811  1.2650
Mg  1.9820  0.9216  1.1528
H  1.2609  -0.6975  -2.0428
H  1.5299  -1.7861  1.8474
H  -0.0301  -1.0133  1.4723
H  -0.2767  0.1612  -0.8507
O  -2.3615  0.1771  0.4645
C  -1.6444  0.7347  -0.4012
O  -2.0034  1.8017  -0.9558
Fe  -3.7539  1.5191  -0.0270

Output
Net charge: +1
E, eV: -51185.545
F_max, eV/Å: 3.6
2S+1: 6

---

A molecular structure, C19H40OP2W in a non-equilibrium geometry, computed with ωB97M-V/def2-TZVPD.

Positions of all 63 atoms, in Å:
P  -0.2707  0.9488  2.2709
P  0.5824  -1.6980  -1.0043
C  -0.4154  1.0042  0.0431
C  -0.6393  -0.2605  -0.8921
H  0.3369  1.7283  -0.3266
H  -1.3661  1.5314  0.1978
H  -1.6468  -0.6803  -0.7256
H  -0.6788  0.1618  -1.9016
C  1.8602  -1.0162  -2.1368
H  2.5892  -1.8161  -2.3496
H  2.4056  -0.1818  -1.6731
H  1.3817  -0.6775  -3.0696
C  -0.1944  -3.1118  -1.8733
H  -0.3037  -2.9060  -2.9505
H  -1.1971  -3.3132  -1.4597
H  0.4201  -4.0245  -1.7525
C  0.3749  2.4684  2.9046
H  0.9448  2.2036  3.8034
H  -0.4950  3.0967  3.1199
H  1.0437  2.9307  2.1668
C  -1.9661  0.5745  2.6935
H  -2.5008  0.0731  1.8708
H  -2.4533  1.5223  2.9317
H  -1.9304  -0.0910  3.5646
W  0.8838  -0.3911  0.8477
C  -1.9817  2.0027  -2.4562
C  -0.7191  2.4541  -2.5458
C  -0.3171  3.8944  -2.5066
C  -0.9919  4.7550  -1.4068
C  -1.2792  4.0590  -0.1068
C  -2.4055  3.3627  0.1259
C  -3.5590  3.1895  -0.8192
C  -3.1820  2.8829  -2.2926
C  0.1229  -1.8284  2.1391
H  -2.2160  0.9478  -2.6786
H  0.0934  1.7783  -2.8291
H  -0.5358  4.3857  -3.4709
H  0.7767  3.9610  -2.3967
H  -0.3028  5.5776  -1.1735
H  -1.8752  5.2681  -1.8367
H  -0.6085  4.3013  0.7331
H  -2.5890  2.9595  1.1222
H  -4.1811  4.0997  -0.8269
H  -4.2224  2.3876  -0.4450
H  -4.0345  2.3612  -2.7423
H  -3.1107  3.8236  -2.8598
H  -0.2335  -2.6790  1.5431
H  -0.6190  -1.5732  2.9029
H  1.0421  -2.1652  2.6545
C  3.6595  -4.4233  0.0846
C  2.7922  -3.7820  1.1641
C  1.4843  -4.5719  1.3106
C  3.4848  -3.7621  2.5234
O  2.7174  -2.5061  0.6888
H  3.9794  -5.4155  0.4126
H  4.5188  -3.7633  -0.0882
H  3.0890  -4.4576  -0.8556
H  1.7148  -5.6395  1.4183
H  0.9230  -4.2531  2.1945
H  0.8294  -4.4416  0.4411
H  4.2546  -2.9875  2.5524
H  2.7745  -3.5369  3.3253
H  3.9414  -4.7413  2.7018

Output
Net charge: +2
E, eV: -42777.289
F_max, eV/Å: 5.0
2S+1: 3
Energy above the lowest of the compared OMol25 structures with the same formula, charge and spin, kJ/mol: 653.5

---

2 unconnected molecules or ions with the total composition C4H6O2 in a non-equilibrium geometry, computed with ωB97M-V/def2-TZVPD.

Positions of all 12 atoms, in Å:
C  1.4910  -1.0755  -0.0605
C  1.1541  0.1413  0.2689
C  0.2832  1.1258  0.4420
O  -0.4551  1.3379  1.5732
H  0.6328  -1.6002  -0.5121
H  2.4438  -1.5916  0.0255
H  0.1827  1.9531  -0.2552
H  -0.4171  0.5267  2.0998
C  -1.2943  -0.1790  -0.8736
O  -1.0569  -1.3772  -0.9567
H  -1.9177  0.2203  -0.0631
H  -1.0464  0.5185  -1.6882

Output
E, eV: -8336.701
F_max, eV/Å: 1.4
Energy above the lowest of the compared OMol25 structures with the same formula, charge and spin, kJ/mol: 362.8

---

A molecular structure, C43H29BaF3N3PSe4 in a non-equilibrium geometry, computed with ωB97M-V/def2-TZVPD.

Positions of all 84 atoms, in Å:
Ba  -0.3301  -0.3308  -1.0600
C  -2.6993  6.8320  0.7289
C  -1.4336  6.3736  0.2874
C  -1.0893  4.9896  0.3786
C  -2.0496  4.0730  0.7549
C  -3.3080  4.5153  1.1570
C  -3.5971  5.8720  1.1518
P  -1.6239  2.2951  0.9121
C  -3.1091  1.5263  0.4321
C  -3.8100  0.6172  1.2617
C  -4.7621  -0.2626  0.7765
C  -5.1140  -0.3201  -0.6019
C  -4.5634  0.6176  -1.4243
C  -3.6685  1.7515  -0.9455
C  -1.4590  2.0186  2.6763
C  -1.8549  2.8902  3.6994
C  -1.6772  2.5099  5.0640
C  -1.0815  1.3181  5.4019
C  -0.6863  0.4169  4.4052
C  -0.2267  -0.9030  4.6849
C  0.0076  -1.7900  3.6529
C  -0.3017  -1.4222  2.3436
C  -0.6598  -0.1537  1.9927
C  -0.8652  0.7862  3.0456
H  -2.8907  7.9171  0.7366
H  -0.7297  7.0995  -0.1068
H  -0.0600  4.7082  0.1330
H  -4.0292  3.7856  1.5601
H  -4.5737  6.1718  1.5530
H  -3.6319  0.6880  2.3344
H  -5.2784  -0.8664  1.4842
H  -5.8117  -1.0667  -0.9489
H  -4.7231  0.5824  -2.5244
H  -4.2501  2.7169  -0.9285
H  -2.3576  3.8434  3.4728
H  -1.9854  3.2335  5.8082
H  -1.0038  1.0573  6.4466
H  -0.0963  -1.2062  5.7551
H  0.4323  -2.7607  3.8281
H  -0.2440  -2.2093  1.5753
Se  2.1796  -3.8762  -3.8662
Se  0.4376  -2.9937  -5.0792
Se  -0.0355  -0.9237  -4.0496
Se  -2.3587  -1.0608  -3.4545
N  4.2991  -6.0835  1.4946
C  5.2162  -6.6279  2.3792
C  5.4309  -7.9175  2.7913
C  6.5531  -8.1346  3.6153
C  7.4307  -7.0954  3.8935
C  7.1977  -5.7955  3.4709
C  6.0587  -5.5494  2.7305
N  5.6527  -4.3658  2.1472
C  4.5499  -4.7017  1.4516
C  3.7161  -3.8009  0.7305
C  3.7618  -2.4344  1.0698
C  2.7808  -1.5739  0.5224
N  1.7723  -2.0091  -0.2810
C  1.7608  -3.3039  -0.6566
C  2.7352  -4.2147  -0.1898
H  3.5115  -6.5498  1.1085
H  4.7731  -8.7100  2.5082
H  6.6592  -9.0751  4.0805
H  8.3297  -7.3262  4.4053
H  7.8880  -4.9588  3.6841
H  4.5438  -2.0203  1.7016
H  2.8086  -0.4981  0.7179
H  0.9880  -3.6359  -1.3265
H  2.6601  -5.2209  -0.5503
F  -1.0504  5.4137  -8.4277
C  -0.6672  4.0926  -8.2683
F  -1.3477  3.4080  -9.2361
F  0.6792  4.0929  -8.5697
C  -0.9565  3.5875  -6.8963
C  0.0484  3.3244  -5.9675
C  -0.2694  2.8204  -4.7424
C  -1.6533  2.6081  -4.3848
C  -2.6761  2.9534  -5.3257
C  -2.3527  3.4146  -6.5594
C  -2.0186  2.1419  -3.1136
C  -2.6139  2.0005  -2.0373
H  1.1051  3.4702  -6.1631
H  0.4760  2.6413  -3.9784
H  -3.7222  2.8346  -5.0442
H  -3.0855  3.7381  -7.2895

Output
Net charge: -2
E, eV: -329051.749
F_max, eV/Å: 4.3
Energy above the lowest of the compared OMol25 structures with the same formula, charge and spin, kJ/mol: 141.0